No. 1
95
Properties=species:S:1:pos:R:3:forces:R:3 method="wB97M-V/def2-TZVPD" e_above_lowest_kcal_mol=9.3 orbital_gap_ha="0.2852 / 0.2531" total_charge=0 spin_multiplicity=4
Tc 0.57704 -0.07397 0.23281 -0.4 0.0 -0.3
C -2.62727 -0.55357 1.04693 0.0 -0.1 0.1
N -1.76937 0.61085 0.79272 0.2 -0.2 0.0
C -1.54523 1.37256 2.03739 0.0 0.0 0.0
C -0.52864 2.45355 1.76784 0.0 0.0 -0.1
N 0.81748 1.88015 1.46990 0.0 0.1 0.0
C 1.55963 2.88690 0.66856 0.0 0.0 0.0
C 1.48395 1.60438 2.74769 0.0 -0.1 0.0
C 2.07988 2.63561 3.46452 0.0 0.0 0.0
C 2.64934 2.40321 4.70495 0.0 0.0 0.0
C 2.61139 1.12506 5.24493 0.0 0.0 0.0
C 2.02117 0.09636 4.53527 0.0 0.0 0.0
C 1.45818 0.31360 3.27524 0.0 0.0 0.0
S 0.80740 -1.05886 2.38236 0.2 0.1 0.0
C -2.37536 1.46331 -0.22629 0.0 0.0 -0.1
C -3.60785 2.05901 0.01477 -0.1 0.0 0.0
C -4.19087 2.89325 -0.92431 0.0 0.0 0.1
C -3.52698 3.13433 -2.11999 0.0 0.0 0.0
C -2.30331 2.54051 -2.36777 -0.1 0.0 0.0
C -1.70801 1.68848 -1.43154 0.0 -0.1 0.2
S -0.19385 0.90139 -1.82375 0.1 0.4 0.0
H -3.62084 -0.25208 1.39680 0.0 0.0 0.0
H -2.15945 -1.17356 1.81000 0.0 0.0 0.0
H -2.73488 -1.12000 0.12395 0.0 0.0 0.0
H -1.18004 0.67874 2.79449 0.0 0.0 0.0
H -2.47508 1.81875 2.40671 0.0 0.0 0.0
H -0.44570 3.14244 2.61208 0.0 0.0 0.0
H -0.83834 3.02809 0.89389 0.0 0.0 0.0
H 1.46305 3.88571 1.10231 0.0 0.0 0.0
H 1.14187 2.89381 -0.33691 0.0 0.0 0.0
H 2.60467 2.59987 0.61034 0.0 0.0 0.0
H 2.10558 3.63598 3.05436 0.0 0.0 0.0
H 3.11743 3.21618 5.24354 0.0 0.0 0.0
H 3.05171 0.92725 6.21361 0.0 0.0 0.0
H 2.00481 -0.90771 4.93984 0.0 0.0 0.0
H -4.12368 1.87099 0.94869 0.0 0.0 0.0
H -5.14882 3.35344 -0.72250 0.0 0.0 0.0
H -3.96468 3.79008 -2.86189 0.0 0.0 0.0
H -1.78370 2.72915 -3.29847 0.0 0.0 0.0
C 5.54223 0.73570 -2.98605 0.0 0.0 0.1
Si 5.38807 0.59507 -1.12366 -0.1 0.1 0.0
C 5.96001 2.18041 -0.29991 0.0 -0.1 0.0
C 6.41291 -0.84618 -0.49763 0.0 0.1 0.0
C 3.62508 0.33650 -0.69381 0.1 0.0 0.0
C 2.46748 0.17890 -0.33865 0.2 -0.1 0.1
H 6.57829 0.90193 -3.28980 0.0 0.0 0.0
H 4.93848 1.56347 -3.36202 0.0 0.0 0.0
H 5.19027 -0.17884 -3.46797 0.0 0.0 0.0
H 7.01725 2.36779 -0.50256 0.0 0.0 0.0
H 5.82794 2.12505 0.78251 0.0 0.0 0.0
H 5.39026 3.03679 -0.66632 0.0 0.0 0.0
H 7.47267 -0.58166 -0.47361 0.0 0.0 0.0
H 6.30015 -1.71967 -1.14196 0.0 0.0 0.0
H 6.11046 -1.12885 0.51222 0.0 0.0 0.0
C 0.33609 -4.61012 -3.59642 0.0 0.0 0.0
C 0.05419 -3.33234 -2.79943 0.0 0.0 0.0
C -1.46616 -3.15134 -2.67347 0.0 0.0 0.0
C 0.58023 -2.12849 -3.60980 0.0 0.0 -0.1
P 0.78353 -3.24349 -1.06152 0.1 0.1 -0.2
N 0.54013 -1.78218 -0.54515 -0.3 -0.3 0.3
C 2.62003 -3.66772 -1.15375 0.0 0.0 0.0
C 2.93875 -5.15501 -1.35287 0.0 0.0 0.0
C 3.23878 -2.89885 -2.33085 0.0 0.0 0.0
C 3.31902 -3.16143 0.12000 0.0 0.0 0.1
C -0.06527 -4.49424 0.06906 0.0 -0.1 0.0
C 0.79620 -4.70933 1.32277 0.0 0.0 0.0
C -0.34424 -5.85581 -0.57878 0.0 0.0 0.1
C -1.38367 -3.89607 0.57007 0.0 0.0 0.0
H -0.15245 -4.51242 -4.57025 0.0 0.0 0.0
H -0.05520 -5.50904 -3.12386 0.0 0.0 0.0
H 1.39867 -4.75244 -3.78684 0.0 0.0 0.0
H -1.87719 -3.01228 -3.67620 0.0 0.0 0.0
H -1.70883 -2.26333 -2.08703 0.0 0.0 0.0
H -1.95632 -4.02219 -2.24296 0.0 0.0 0.1
H -0.16646 -1.86396 -4.36153 0.0 0.0 0.0
H 1.50335 -2.36178 -4.13468 -0.1 0.0 0.0
H 0.74535 -1.25050 -2.99046 -0.1 0.0 0.0
H 2.49059 -5.56818 -2.25638 0.0 0.0 0.0
H 2.64119 -5.77293 -0.50885 0.0 0.0 0.0
H 4.02354 -5.25143 -1.45440 0.0 0.0 0.0
H 2.92539 -3.29247 -3.29543 0.1 0.0 0.1
H 4.32313 -3.01951 -2.26962 0.0 0.0 0.0
H 3.01503 -1.83304 -2.28030 0.0 0.0 0.0
H 3.17097 -3.81999 0.97204 0.0 0.0 0.0
H 2.99006 -2.16088 0.39320 0.0 0.0 0.0
H 4.39336 -3.11922 -0.07881 0.0 0.0 0.0
H 1.68842 -5.29866 1.12857 0.0 0.0 0.0
H 0.19624 -5.26211 2.05019 0.0 0.0 0.0
H 1.09129 -3.76668 1.78253 0.0 0.0 0.0
H 0.53794 -6.30568 -1.03095 0.0 0.0 0.0
H -1.12762 -5.79890 -1.33278 0.0 0.0 0.0
H -0.69599 -6.53710 0.20127 0.0 0.0 0.0
H -1.20799 -2.89542 0.95091 0.0 0.1 0.1
H -1.76040 -4.51702 1.38705 0.0 0.0 0.0
H -2.15494 -3.84833 -0.19350 0.0 0.0 -0.1

---

No. 2
63
Properties=species:S:1:pos:R:3:forces:R:3 method="wB97M-V/def2-TZVPD" e_above_lowest_kcal_mol=0.0 orbital_gap_ha="0.1928 / 0.2014" total_charge=+2 spin_multiplicity=2
Ti -7.01621 2.69881 13.24064 -0.3 -1.0 -0.2
O -4.84915 5.40443 19.18699 -0.4 -0.3 -0.2
C -5.11457 4.21982 18.94482 0.7 0.3 0.3
O -5.16171 3.17766 19.61555 -0.3 0.3 -0.1
C -5.32841 3.94833 17.42678 0.3 -0.6 -0.4
C -5.40285 2.60476 17.04003 0.0 -0.7 -0.7
C -5.61488 2.23794 15.70337 1.5 0.5 1.7
N -5.73652 3.21973 14.81659 -1.2 0.1 -0.6
C -5.71613 4.52548 15.18776 0.3 -0.6 -1.1
C -5.36198 4.95055 16.43933 -1.1 -1.7 0.2
C -6.05338 5.36549 14.02020 0.8 -1.2 0.5
C -5.63334 6.65338 13.93617 0.2 1.1 0.5
C -5.98046 7.34794 12.81166 0.6 3.7 0.2
C -6.71783 6.76714 11.80856 0.0 1.3 -0.3
C -7.03678 5.47325 11.92068 0.2 -0.8 1.5
N -6.67774 4.74402 13.00337 -0.1 0.6 -0.3
C -5.51169 0.87922 15.10160 -1.1 1.5 -2.0
C -4.77372 -0.15472 15.54308 0.1 0.2 0.5
C -4.59553 -1.24033 14.72423 1.2 -1.2 0.3
C -5.13344 -1.28269 13.46505 -1.1 0.7 -0.6
C -5.88793 -0.17521 13.01208 0.9 -1.5 1.9
N -6.06802 0.83946 13.83739 -0.4 1.1 0.8
H -5.26483 1.84574 17.80472 -0.1 0.2 0.2
H -5.33536 5.96232 16.71348 0.3 1.2 0.5
H -5.09804 7.09810 14.77351 -0.1 0.0 -0.3
H -5.77421 8.49214 12.74218 -0.1 -2.3 0.1
H -7.09769 7.39466 11.03217 -0.1 0.0 -0.6
H -7.70863 5.02121 11.26613 -0.8 -0.9 -1.3
H -4.30298 -0.03160 16.48063 0.5 -0.3 0.9
H -3.92866 -2.04536 15.07473 -0.6 0.3 -0.3
H -5.06542 -2.18052 12.89751 0.3 -0.3 -0.6
H -6.37499 -0.10362 12.06961 -0.1 -0.2 -0.7
N -8.80337 1.68646 12.03389 -0.1 0.4 0.6
C -8.75638 0.87511 10.80245 0.4 0.1 -1.2
C -8.18732 1.77699 9.67227 -0.3 -2.5 -1.3
C -6.61883 1.68213 9.59531 -0.5 1.5 -1.1
C -5.73109 2.77888 10.24337 -1.7 -0.9 0.6
N -5.42005 2.56384 11.71105 0.8 0.3 -1.0
H -9.28785 1.10415 12.72590 0.1 0.6 0.1
H -9.45935 2.47892 11.83054 0.5 -1.0 0.4
H -9.75868 0.43598 10.63406 0.5 0.4 -0.3
H -8.05686 0.01869 10.85486 -0.5 0.4 0.6
H -8.61642 2.74376 9.74651 0.0 1.3 0.2
H -8.64418 1.41033 8.67636 1.0 0.4 1.5
H -6.35180 1.72718 8.52204 -0.1 0.0 0.5
H -6.32526 0.70770 9.89412 0.4 -1.0 0.4
H -6.31615 3.68630 10.16623 0.4 0.5 -0.1
H -4.80596 2.85199 9.71815 0.6 0.2 -0.5
H -4.74278 3.31048 11.92459 -0.3 -0.2 0.2
H -4.81946 1.73177 11.73621 -0.4 0.1 0.2
N -8.25822 1.07704 16.13104 0.5 -2.7 1.1
C -8.71451 2.30609 15.92875 -1.1 2.2 -1.0
C -9.20542 3.06852 17.00363 0.3 0.7 0.8
C -9.49962 4.41327 16.79977 0.4 -1.0 0.5
C -9.45596 4.96503 15.51872 -1.1 1.4 0.0
C -9.08363 4.17232 14.49789 0.5 -1.3 -0.1
N -8.65876 2.87695 14.68991 0.5 -0.2 0.0
H -8.21885 0.78699 17.12870 -0.1 0.2 -1.2
H -8.28676 0.28123 15.46984 -0.1 1.2 0.5
H -9.21620 2.60697 18.01564 -0.1 0.5 -0.8
H -9.70862 5.06062 17.63513 -0.3 -0.1 0.2
H -9.84413 5.98460 15.31420 0.6 -0.8 0.3
H -8.97436 4.56257 13.48824 -0.5 -0.2 0.1

---

No. 3
73
Properties=species:S:1:pos:R:3:forces:R:3 method="wB97M-V/def2-TZVPD" e_above_lowest_kcal_mol=9.6 orbital_gap_ha=0.2809 total_charge=-1
Cs 1.36465 -2.39202 1.05748 -0.1 0.4 -0.4
Cl -0.46053 -6.00953 3.70283 0.0 -0.3 -0.1
C -0.53831 -4.37097 4.40229 -0.1 0.1 0.0
C -0.32005 -3.27309 3.33345 -0.4 -0.3 0.8
O 0.47995 -2.38010 3.66015 0.0 0.3 0.6
O -0.97594 -3.37079 2.27887 -0.4 -0.1 0.0
H 0.21074 -4.32108 5.18506 0.0 0.1 0.0
H -1.53655 -4.27901 4.82782 0.0 0.1 0.0
C 4.70800 -2.35081 -2.07161 -0.1 0.0 0.0
C 3.74186 -2.24507 -0.87623 0.7 -0.1 -0.7
O 3.55381 -3.28829 -0.21465 0.5 -0.2 -0.2
O 3.21027 -1.11951 -0.70145 0.0 0.2 0.1
H 5.42117 -3.16098 -1.92849 0.0 0.0 0.0
H 5.22675 -1.40736 -2.24095 0.0 0.0 0.0
H 4.12106 -2.57104 -2.96672 0.0 0.0 0.0
C -1.13052 4.25107 -0.57339 -0.3 -0.2 0.1
Si -1.24765 2.39457 -0.14247 -0.1 0.3 -0.3
C -2.44412 1.61037 -1.38376 0.2 0.2 0.2
C -1.96927 2.25881 1.59958 0.0 0.1 -0.2
As 0.69796 1.14141 -0.25412 0.5 0.0 0.2
Si 2.14617 2.14302 1.35711 -0.2 0.1 -0.2
C 1.59712 1.45720 3.02560 0.1 0.0 -0.1
C 2.08917 4.04673 1.42808 0.1 -0.3 0.1
C 3.93463 1.62919 1.07024 -0.2 0.1 0.1
Si 1.60002 1.59877 -2.39701 -0.1 0.0 0.0
C 3.47954 1.67466 -2.35499 -0.3 0.0 -0.1
C 0.97348 3.21192 -3.18708 0.1 -0.2 0.0
C 1.00695 0.15153 -3.45469 0.1 0.2 0.1
H -1.96411 4.76926 -0.08714 0.0 0.0 0.0
H -1.23189 4.41704 -1.64659 0.0 -0.1 0.0
H -0.20750 4.72527 -0.24410 0.1 -0.1 0.1
H -3.39701 2.14673 -1.35874 -0.1 -0.1 0.0
H -2.60407 0.55485 -1.16623 0.0 0.0 0.0
H -2.05469 1.66895 -2.40254 0.1 0.1 0.0
H -3.03199 2.51120 1.55034 0.0 0.0 0.1
H -1.48624 2.96445 2.27832 0.0 0.0 0.0
H -1.87663 1.26372 2.03508 0.0 -0.1 -0.1
H 0.59635 1.78476 3.31101 0.0 0.0 -0.1
H 2.29292 1.79664 3.79935 0.0 0.0 0.0
H 1.60659 0.36335 3.04441 -0.1 0.1 0.0
H 1.13393 4.43249 1.78673 -0.1 -0.1 0.0
H 2.28957 4.48425 0.44872 0.0 0.0 0.0
H 2.86275 4.40007 2.11595 0.0 0.0 0.0
H 4.00906 0.59803 0.72445 0.0 -0.1 0.0
H 4.45849 1.72696 2.02573 0.0 0.0 0.0
H 4.43458 2.27309 0.34634 0.0 0.0 0.0
H 3.83571 2.65030 -2.01918 0.0 0.0 0.1
H 3.85744 1.51729 -3.36966 0.0 0.0 0.0
H 3.86619 0.88441 -1.71419 0.0 -0.1 0.0
H 1.18652 4.08670 -2.57129 0.0 0.0 0.1
H -0.09787 3.19587 -3.39016 0.0 -0.1 0.0
H 1.48788 3.34460 -4.14376 0.0 0.0 0.0
H 1.29308 -0.78711 -2.97970 0.0 0.0 0.0
H 1.45293 0.18873 -4.45211 0.0 0.0 0.0
H -0.07898 0.16401 -3.56452 0.0 0.0 0.0
C -3.76454 -3.48398 0.84433 0.0 0.0 -0.1
C -3.56085 -2.20918 0.01578 -0.2 0.0 -0.1
C -4.17992 -1.03428 0.76764 0.1 0.0 0.1
C -4.23160 -2.36163 -1.35305 0.0 0.0 0.1
N -2.14521 -1.86477 -0.21823 -0.2 0.1 0.0
N -1.30912 -2.93943 -0.61081 0.1 0.1 0.0
H -4.81633 -3.56327 1.12689 0.0 0.0 0.0
H -3.14017 -3.47359 1.73816 0.0 0.0 0.0
H -3.51327 -4.38058 0.27438 0.0 0.0 0.0
H -5.25756 -1.16990 0.87056 0.0 0.0 0.0
H -4.00333 -0.09219 0.25148 0.0 0.0 0.0
H -3.75181 -0.96391 1.77051 0.0 0.0 0.0
H -5.30019 -2.55693 -1.24335 0.0 0.0 0.0
H -3.79816 -3.20254 -1.89818 0.0 0.0 0.0
H -4.09634 -1.45663 -1.94614 0.0 0.0 0.0
H -1.75502 -1.47726 0.63480 0.1 -0.2 0.0
H -1.52485 -3.18360 -1.56786 0.0 0.0 0.0
H -1.42512 -3.74186 0.00561 0.0 0.0 -0.1

---

No. 4
16
Properties=species:S:1:pos:R:3:forces:R:3 method="wB97M-V/def2-TZVPD" orbital_gap_ha=0.1052 total_charge=+3
N -1.72635 -2.75961 0.26074 7.2 5.7 -4.5
C -0.89144 -1.96372 -0.37031 -4.9 -2.4 2.8
C -0.24171 -0.71536 -1.22647 1.4 -0.6 -0.1
C 0.93643 0.09766 -0.38829 2.0 -0.3 0.7
C 1.61069 -0.80613 0.82730 2.1 -2.0 6.8
N 2.08659 -1.30155 1.92105 -4.3 4.2 -9.6
C 0.46089 1.59672 0.07289 -0.2 0.3 -0.2
N -0.43244 1.64601 1.29052 2.0 -0.4 -0.2
H 0.27961 -1.17271 -2.19098 -1.2 0.4 2.0
H -1.02389 0.08515 -1.58551 0.8 -1.7 0.9
H 1.81986 0.25905 -1.17525 -2.0 -0.5 1.6
H 1.43374 2.26555 0.21918 -2.1 -1.4 -0.4
H -0.17924 2.04210 -0.83066 1.5 -0.8 1.5
H -0.10710 2.41043 1.95335 -0.9 -1.2 -0.9
H -0.50908 0.72988 1.78481 0.3 1.2 -0.3
Lu -3.51656 -2.41347 -0.56239 -1.9 -0.3 -0.1

---

No. 5
42
Properties=species:S:1:pos:R:3:forces:R:3 method="wB97M-V/def2-TZVPD" e_above_lowest_kcal_mol=28.1 orbital_gap_ha=0.2079 total_charge=+2
Mo -0.37019 0.72165 -2.28136 0.1 0.0 0.0
N 1.93392 -1.70165 -3.45799 0.0 0.0 -0.1
C 0.71878 -2.11358 -3.04378 0.0 0.2 0.1
N 0.19001 -3.30129 -2.99125 0.1 -0.1 0.0
N -1.03821 -3.11870 -2.44833 0.0 0.1 0.1
N -1.27253 -1.89547 -2.17452 -0.1 0.0 -0.1
N -0.15562 -1.18889 -2.55557 0.0 -0.1 -0.1
C 2.32110 -0.40662 -3.29782 0.0 0.1 0.1
N 3.47633 0.06694 -3.62325 0.0 -0.1 0.0
N 3.44311 1.38617 -3.27822 -0.1 0.1 0.1
N 2.34313 1.73139 -2.78325 0.1 0.0 0.0
N 1.52411 0.59483 -2.74557 0.1 0.0 -0.2
H 2.59110 -2.35140 -3.87602 0.0 0.0 0.0
O -0.66206 3.33286 -4.81501 0.3 0.2 -0.2
Se -1.87091 2.58928 -4.17684 -0.5 0.0 0.2
O 0.12116 2.56087 -2.23164 0.1 -0.1 -0.1
O -1.29149 0.92735 -3.93030 0.2 -0.2 0.5
O -1.26039 2.56521 -2.10510 -0.1 0.1 0.0
O -0.62520 0.47913 -0.45118 -0.2 0.2 -0.5
S -1.25386 -0.40266 0.76452 0.0 -0.2 0.3
C 0.13027 -1.18798 1.45342 0.0 0.0 -0.1
C 1.14092 -0.47828 2.10824 0.0 0.0 0.0
C 2.19838 -1.19100 2.63112 0.0 0.0 0.0
C 2.22793 -2.58265 2.51690 0.0 0.0 0.0
C 1.21208 -3.27639 1.87150 0.0 0.0 0.0
C 0.15034 -2.57870 1.32103 0.0 0.0 -0.1
C -1.69018 0.88535 1.89860 0.0 0.1 -0.1
C -1.38579 2.21984 1.67450 0.1 0.0 0.0
C -1.79100 3.14589 2.62433 0.0 0.0 0.0
C -2.48031 2.73132 3.75609 0.0 0.0 0.0
C -2.77724 1.38789 3.95485 0.0 0.0 0.0
C -2.38737 0.44608 3.01824 0.0 -0.1 0.0
H 1.08278 0.59778 2.21445 0.0 0.0 0.0
H 2.99815 -0.67426 3.14333 0.0 0.0 0.0
H 3.05589 -3.13075 2.94679 0.0 0.0 0.0
H 1.24489 -4.35447 1.79969 0.0 0.0 0.0
H -0.65207 -3.09685 0.80797 0.0 0.0 0.0
H -0.84121 2.53666 0.79580 0.0 0.0 0.0
H -1.56320 4.19279 2.47882 0.0 0.0 0.0
H -2.79261 3.46211 4.48959 0.0 0.0 0.0
H -3.31938 1.07239 4.83520 0.0 0.0 0.0
H -2.62355 -0.60221 3.16202 0.0 0.0 0.0

---

No. 6
14
Properties=species:S:1:pos:R:3:forces:R:3 method="wB97M-V/def2-TZVPD" e_above_lowest_kcal_mol=47.4 orbital_gap_ha=0.4467 total_charge=0
N -2.79941 -1.48120 -0.07272 3.0 2.2 0.8
C -1.85725 -0.78663 0.08240 -2.6 -2.5 -1.1
C -0.65514 0.07188 0.05359 -0.7 -1.1 -0.3
C -1.13787 1.41173 0.05322 -2.9 6.2 -0.3
N -1.62955 2.49808 -0.02467 2.3 -4.6 0.4
C 0.36244 -0.10354 -1.08916 0.8 -2.1 -0.8
C 1.56393 -0.18994 -0.07636 0.9 1.4 1.5
C 0.43198 -0.22206 1.05073 1.8 3.8 1.1
H 0.33528 -1.07006 -1.66808 -0.5 0.9 0.8
H 0.18150 0.67877 -1.78071 0.8 0.8 -0.8
H 2.25253 0.77199 0.10044 -1.7 -2.1 -0.8
H 2.26917 -1.09103 -0.13697 -1.3 1.3 -0.1
H 0.47477 0.55151 1.91432 0.3 -0.8 -1.7
H 0.20763 -1.03949 1.59398 -0.2 -3.5 1.3

---

no.,total energy (eV)
1,-80604.7993
2,-64007.6891
3,-127062.3465
4,-43346.3676
5,-116357.2803
6,-9296.6902